Entry 1:
Entry from OMol25: a molecular structure, C31H50Cs2F3N3NaO11S6Si at a distorted geometry (the ωB97M-V functional and the def2-TZVPD basis).

total charge	+1
molar mass	1207.033	g/mol
2S+1	1
LUMO energy	-0.1570	hartree
relative energy (zero: lowest compared OMol25 entry of this formula, charge and spin)	19.779	eV
frontier orbital gap	1.06	eV

Each line ends with the Mulliken charge.
Element x y z (Å)
O (6.8534, -4.6548, 3.0052)  -0.63
S (5.5474, -3.9826, 3.5563)  0.89
O (4.3670, -4.8711, 3.0709)  -0.51
C (5.3836, -2.1734, 2.9842)  -0.72
Si (4.0053, -2.0573, 1.5932)  0.39
C (3.8887, -0.3195, 0.7720)  -1.96
C (2.5640, 0.5577, 1.1845)  -0.28
C (1.1849, 0.1337, 0.3934)  -0.41
S (-0.3071, 0.6712, 1.4597)  -0.05
C (-0.9368, -1.0034, 2.1309)  -0.29
S (0.1246, -1.8187, 3.1801)  -0.07
N (-2.2910, -1.4840, 1.6596)  0.20
C (-3.2960, -1.6187, 2.7813)  0.55
C (-4.7469, -2.3435, 2.3736)  -0.61
C (-5.9675, -2.6287, 3.4318)  -0.52
C (-5.7595, -2.1835, 5.0070)  -0.48
C (-4.3395, -1.4298, 5.4258)  -0.47
C (-3.1069, -1.1329, 4.3352)  -0.32
C (-2.1287, -2.7838, 0.8999)  0.22
C (-2.0810, -2.7622, -0.7529)  -0.45
C (-1.8775, -4.2425, -1.4822)  -0.42
C (-1.7230, -5.6685, -0.6495)  -0.40
C (-1.7587, -5.6628, 1.0011)  -0.58
C (-1.9798, -4.2137, 1.7364)  -0.56
H (5.6542, -4.0547, 4.9797)  -0.23
H (5.0666, -1.5672, 3.9546)  0.37
H (6.4243, -1.7955, 2.6036)  0.17
H (4.3579, -3.0844, 0.5843)  -0.05
H (2.7763, -2.5228, 2.2267)  -0.09
H (4.8302, 0.3114, 1.1456)  0.95
H (4.0302, -0.4054, -0.4093)  0.82
H (2.3139, 0.5363, 2.3339)  0.35
H (2.7951, 1.6806, 0.8535)  0.26
H (1.1982, -1.0553, 0.3244)  0.11
H (1.1128, 0.5181, -0.7100)  0.34
H (-4.9317, -2.6897, 1.2465)  0.40
H (-6.9730, -3.1471, 3.0512)  0.70
H (-6.6310, -2.4252, 5.7709)  0.34
H (-4.1738, -1.1030, 6.5620)  0.27
H (-2.1077, -0.6247, 4.6807)  0.29
H (-2.1654, -1.7412, -1.3314)  0.41
H (-1.8474, -4.2854, -2.6514)  0.34
H (-1.5588, -6.7158, -1.1750)  0.33
H (-1.6304, -6.6055, 1.6889)  0.35
H (-2.0245, -4.1177, 2.9165)  0.75
C (1.9549, 4.4623, -1.5651)  0.57
F (2.7031, 5.5952, -1.3692)  -0.24
F (1.3734, 4.1862, -0.3537)  -0.23
F (0.9275, 4.8336, -2.3949)  -0.21
S (2.9560, 3.0344, -2.2367)  1.06
O (3.9968, 2.7769, -1.2319)  -0.72
O (3.4970, 3.5026, -3.5201)  -0.69
O (2.0072, 1.9220, -2.3822)  -0.71
N (3.5017, 3.2007, -6.2936)  0.19
C (2.5410, 4.0467, -6.7833)  -0.73
C (2.2306, 3.6432, -8.0628)  -0.18
C (3.0280, 2.5103, -8.3527)  -0.23
C (3.8012, 2.2573, -7.2418)  -0.82
H (3.9230, 3.2622, -5.3758)  0.32
H (2.1626, 4.8623, -6.1817)  0.42
H (1.5072, 4.1132, -8.7163)  0.44
H (3.0367, 1.9400, -9.2726)  0.36
H (4.5378, 1.4896, -7.0459)  0.36
O (6.1146, 0.3423, -5.7932)  -0.58
H (6.7593, 0.6349, -5.1315)  0.27
H (6.1071, -0.6224, -5.7019)  0.29
Na (-4.4730, -4.8999, 2.9533)  0.93
Cs (4.8270, -3.9820, 6.6831)  0.96
C (2.0085, 3.7479, -11.7125)  -1.36
C (1.2646, 5.0408, -11.5228)  0.75
O (0.2519, 5.1168, -10.8310)  -0.65
N (1.7456, 6.1536, -12.1473)  -0.17
C (2.9087, 6.2707, -12.9945)  -0.81
H (1.5070, 2.9516, -11.1552)  0.26
H (2.0194, 3.4739, -12.7708)  0.50
H (3.0293, 3.8440, -11.3332)  0.40
H (1.1916, 6.9845, -11.9720)  0.24
H (3.5831, 7.0034, -12.5447)  0.27
H (2.5813, 6.6362, -13.9707)  0.28
H (3.4327, 5.3220, -13.1183)  0.32
C (-11.6561, -1.3125, 3.5923)  -0.62
C (-11.5123, -2.2938, 4.7547)  -0.60
C (-11.2563, -3.6769, 4.1583)  -0.61
S (-10.4516, -3.4024, 2.5871)  1.08
O (-11.3350, -3.8531, 1.5322)  -0.65
O (-9.0700, -3.8308, 2.6776)  -0.69
C (-10.5054, -1.6222, 2.6464)  -0.62
H (-11.6282, -0.2732, 3.9324)  0.34
H (-12.6142, -1.4780, 3.0853)  0.31
H (-10.6602, -1.9977, 5.3786)  0.27
H (-12.4010, -2.2976, 5.3935)  0.32
H (-10.6060, -4.2774, 4.7995)  0.34
H (-12.1917, -4.2114, 3.9712)  0.35
H (-10.6537, -1.2191, 1.6431)  0.41
H (-9.5534, -1.2721, 3.0565)  0.31
C (6.1576, 1.5452, 11.6276)  -0.92
S (6.2281, 1.0084, 9.9017)  0.51
O (5.9459, -0.4654, 9.8759)  -0.63
C (8.0132, 1.2237, 9.7070)  -0.87
H (5.1259, 1.4566, 11.9764)  0.31
H (6.8027, 0.9140, 12.2429)  0.31
H (6.4739, 2.5884, 11.6996)  0.36
H (8.5461, 0.6116, 10.4388)  0.30
H (8.2711, 2.2770, 9.8397)  0.35
H (8.2936, 0.9079, 8.6985)  0.29
O (-1.8459, 6.1882, -3.0894)  -0.82
H (-0.9824, 5.8253, -3.1661)  0.28
Cs (6.3858, -0.1531, 0.7386)  1.06



Entry 2:
Entry from OMol25: 3 unconnected molecules or ions with the total composition C31H50F5N4O13S4 at a distorted geometry (the ωB97M-V functional and the def2-TZVPD basis).

total charge	+1
molar mass	910.014	g/mol
2S+1	1
LUMO energy	-0.2309	hartree
relative energy (zero: lowest compared OMol25 entry of this formula, charge and spin)	18.374	eV
frontier orbital gap	3.82	eV

Each line ends with the Mulliken charge.
Element x y z (Å)
C (-3.8257, -0.3046, 2.1716)  -0.67
C (-3.8903, 1.0729, 1.2257)  0.15
C (-2.3695, 1.1880, 0.5517)  -0.35
O (-1.4315, 1.5861, 1.6167)  -0.32
C (-0.1241, 0.8707, 1.4393)  0.48
O (-0.0398, -0.3273, 2.0265)  -0.43
C (1.0643, 1.6339, 0.6069)  -0.45
S (1.7551, 0.6434, -0.8404)  0.03
C (2.0153, -1.1500, -0.3723)  -0.08
C (1.0671, -2.3744, -1.0059)  -0.23
C (1.4269, -3.9156, -0.4648)  0.21
S (0.4368, -5.4427, -1.0174)  0.96
O (-0.3765, -5.2109, -2.3193)  -0.51
O (1.4367, -6.6163, -1.1880)  -0.55
C (-0.6737, -5.8660, 0.4789)  0.58
F (-1.3330, -7.1963, 0.3451)  -0.20
F (0.2771, -6.0021, 1.6370)  -0.24
C (-1.7098, -4.6329, 0.8244)  0.60
F (-2.7354, -5.1075, 1.8199)  -0.22
F (-2.4098, -4.0868, -0.3850)  -0.20
F (-1.0484, -3.4539, 1.4722)  -0.19
N (2.5626, -4.0549, 0.5217)  0.11
N (3.3805, -3.1225, 1.0841)  -0.46
C (3.1605, -1.6973, 0.7178)  0.13
C (4.1424, -0.5644, 1.4595)  -0.16
C (3.8172, -0.7426, 3.0905)  -0.62
C (4.7306, -1.9195, 3.7997)  -0.53
C (4.7484, -1.8068, 5.4681)  -0.59
S (6.3700, -1.0730, 6.1001)  -0.06
C (6.9107, 0.1841, 4.8032)  0.27
N (7.8841, -0.1477, 3.6803)  -0.20
N (8.1052, 0.9988, 2.8885)  -0.25
C (7.2333, 2.1024, 3.4658)  0.02
O (6.5018, 1.6085, 4.6613)  -0.25
O (-4.1541, 2.2316, 2.1094)  -0.30
C (-5.4306, 2.8877, 1.7853)  0.42
O (-5.5773, 3.5574, 0.6082)  -0.53
C (-6.7555, 2.9392, 2.7879)  -0.47
S (-6.9779, 1.3991, 3.8339)  -0.23
H (-3.3293, -1.1319, 1.4721)  0.06
H (-4.8870, -0.6641, 2.5235)  0.33
H (-3.0994, -0.1234, 3.0996)  0.20
H (-4.6894, 0.9661, 0.3459)  0.28
H (-2.0756, 0.1430, 0.1142)  0.23
H (-2.3977, 2.0562, -0.2581)  0.28
H (0.5896, 2.6351, 0.1687)  0.38
H (1.9504, 1.9732, 1.3275)  0.35
H (0.2012, -2.1950, -1.7750)  0.44
H (2.7369, -5.0608, 0.8331)  0.34
H (5.2661, -0.8095, 1.2314)  0.19
H (3.8160, 0.5280, 1.1802)  0.16
H (3.8801, 0.2833, 3.6713)  0.37
H (2.6780, -1.0796, 3.1686)  0.28
H (5.8448, -1.9661, 3.3823)  0.28
H (4.2116, -2.9729, 3.5838)  0.29
H (4.7220, -2.9279, 5.8749)  0.34
H (3.7868, -1.2865, 5.8933)  0.35
H (7.2244, 3.1750, 2.9584)  0.34
H (-6.7104, 3.8563, 3.5410)  0.33
H (-7.7663, 3.0689, 2.1694)  0.25
H (-6.1720, 1.5856, 4.9833)  0.16
C (-8.1665, 6.3084, -1.4909)  -0.84
O (-8.1519, 5.2395, -2.4307)  -0.32
C (-7.6186, 4.0169, -1.9349)  -0.11
C (-8.6337, 2.8696, -1.8038)  -0.40
O (-9.8097, 3.0552, -1.0193)  -0.48
C (-10.6976, 4.1120, -1.3708)  -0.24
C (-11.3145, 4.1487, -2.7809)  -0.46
O (-10.3683, 4.2124, -3.8447)  -0.30
C (-10.3591, 3.0829, -4.7062)  -0.81
H (-7.3847, 7.0241, -1.7553)  0.23
H (-9.1226, 6.8265, -1.5687)  0.27
H (-8.0256, 5.9741, -0.4598)  0.37
H (-7.0950, 4.1668, -0.9816)  0.20
H (-6.8655, 3.6978, -2.6533)  0.34
H (-8.1062, 2.0328, -1.3421)  0.48
H (-8.9229, 2.4915, -2.7813)  0.05
H (-10.2355, 5.0602, -1.1176)  0.08
H (-11.5350, 4.0308, -0.6669)  0.42
H (-11.8924, 5.0809, -2.8445)  0.34
H (-12.0265, 3.3308, -2.9139)  0.37
H (-10.9433, 2.2404, -4.3181)  0.39
H (-9.3199, 2.7496, -4.8255)  0.24
H (-10.7211, 3.3695, -5.6898)  0.24
C (5.7964, -3.3632, -1.9052)  -0.61
O (6.6217, -2.2891, -1.4677)  -0.17
C (7.7657, -2.6829, -0.7187)  -0.32
C (9.1155, -2.4258, -1.4084)  -0.46
O (9.3639, -2.9779, -2.6992)  -0.47
C (8.4874, -2.6264, -3.7655)  -0.18
C (8.3075, -1.1449, -4.1441)  -0.48
O (7.8172, -0.3159, -3.0937)  -0.25
C (8.7171, 0.6931, -2.6577)  -0.81
H (4.8838, -3.3768, -1.3050)  -0.17
H (5.5040, -3.1779, -2.9389)  0.30
H (6.2914, -4.3359, -1.8441)  0.48
H (7.6967, -3.7333, -0.4065)  0.42
H (7.7537, -2.0890, 0.1935)  0.22
H (9.8864, -2.8462, -0.7599)  0.44
H (9.3438, -1.3631, -1.4340)  0.10
H (7.5304, -3.1130, -3.6107)  -0.03
H (8.8970, -3.1264, -4.6519)  0.44
H (7.5375, -1.1143, -4.9272)  0.33
H (9.2213, -0.7449, -4.5896)  0.39
H (9.7307, 0.5674, -3.0559)  0.39
H (8.7748, 0.6526, -1.5621)  0.22
H (8.3274, 1.6716, -2.9245)  0.24



Entry 3:
Entry from OMol25: 6 unconnected molecules or ions with the total composition C31H51BrN3O12 at a distorted geometry (the ωB97M-V functional and the def2-TZVPD basis).

total charge	+1
molar mass	737.662	g/mol
2S+1	1
LUMO energy	-0.1959	hartree
frontier orbital gap	6.02	eV

Each line ends with the Mulliken charge.
Element x y z (Å)
C (1.3100, -1.1939, -3.1186)  -1.02
C (-0.0423, -0.9157, -2.1814)  -0.17
C (-0.2917, 0.7047, -1.9493)  -0.73
C (-1.2577, 1.3979, -3.0781)  0.25
C (-0.8343, 0.9955, -4.6405)  -1.21
C (-2.8512, 1.0381, -2.9243)  0.15
C (-3.2824, 0.3950, -1.4798)  -0.64
C (-4.8906, 0.1787, -1.2612)  -0.22
N (-5.7898, 1.1069, -2.0329)  0.33
C (-7.1551, 0.5371, -2.3177)  -0.67
C (-7.2034, -0.7127, -3.3712)  0.55
O (-6.7476, -1.9518, -3.1797)  -0.52
O (-7.8828, -0.4683, -4.6873)  -0.46
C (-5.1334, 1.7458, -3.2288)  0.12
N (-5.7575, 1.9760, -4.4622)  -0.27
N (-3.6851, 2.2756, -3.1638)  -0.22
Br (-3.5854, 3.5154, -1.7647)  0.04
H (1.9394, -2.1144, -2.7554)  0.29
H (0.9307, -1.3871, -4.2218)  0.27
H (1.9915, -0.2248, -3.1618)  0.19
H (-0.9756, -1.4165, -2.7274)  0.19
H (0.1734, -1.4046, -1.1255)  0.30
H (0.7767, 1.2210, -2.0637)  0.47
H (-0.6150, 0.9045, -0.8330)  0.18
H (-1.0847, 2.5760, -3.0006)  0.18
H (-1.4364, 1.7304, -5.3621)  0.28
H (0.3202, 1.0517, -4.8346)  0.23
H (-1.2467, -0.0966, -4.8082)  0.30
H (-3.1334, 0.2667, -3.7765)  0.28
H (-2.7938, -0.6938, -1.4457)  0.27
H (-2.8008, 0.9597, -0.5446)  0.32
H (-5.1107, -0.9694, -1.4045)  -0.12
H (-5.0992, 0.3944, -0.1054)  0.30
H (-7.7968, 1.4241, -2.7941)  0.30
H (-7.6936, 0.2957, -1.2875)  0.43
H (-8.3759, -1.3492, -4.8338)  0.38
H (-6.0038, 2.9777, -4.7055)  0.28
H (-5.9333, 1.2057, -5.1497)  0.25
O (1.6466, -1.7634, 0.5994)  -0.63
C (2.2437, -0.7536, 0.9338)  0.31
O (2.8867, 0.0831, 0.0674)  -0.31
C (3.5649, 1.0951, 0.8100)  -0.48
C (2.8593, 1.1531, 2.1395)  -0.18
C (2.4203, -0.2749, 2.3430)  -0.03
H (4.6172, 0.8091, 0.9100)  0.27
H (3.5057, 2.0473, 0.2748)  0.32
H (3.4907, 1.5359, 2.9457)  0.08
H (1.9775, 1.8010, 2.0636)  0.20
H (3.1954, -0.8735, 2.8294)  0.18
H (1.4815, -0.3307, 2.8989)  0.30
O (2.1302, 3.5927, -4.4489)  -0.62
C (1.5472, 4.1486, -5.3650)  0.56
O (0.7299, 5.2317, -5.2127)  -0.36
C (0.1342, 5.5493, -6.4697)  -0.40
C (1.0454, 4.9448, -7.5057)  -0.51
C (1.5817, 3.7239, -6.8019)  -0.30
H (-0.8719, 5.1179, -6.4985)  0.25
H (0.0575, 6.6351, -6.5776)  0.31
H (0.5372, 4.7193, -8.4470)  0.32
H (1.8696, 5.6350, -7.7230)  0.27
H (0.9276, 2.8577, -6.9343)  0.16
H (2.6008, 3.4926, -7.1203)  0.34
O (-3.8698, -6.3170, 0.0995)  -0.58
C (-4.4528, -5.7610, -0.8166)  0.46
O (-5.2701, -4.6780, -0.6643)  -0.35
C (-5.8658, -4.3604, -1.9213)  0.41
C (-4.9546, -4.9649, -2.9573)  -0.50
C (-4.4183, -6.1857, -2.2535)  -0.38
H (-6.8719, -4.7918, -1.9501)  0.20
H (-5.9425, -3.2745, -2.0292)  -0.28
H (-5.4628, -5.1904, -3.8986)  0.37
H (-4.1304, -4.2746, -3.1746)  0.21
H (-5.0724, -7.0520, -2.3860)  0.25
H (-3.3992, -6.4171, -2.5719)  0.29
O (4.3628, 1.9230, 4.9730)  -0.67
C (3.8208, 1.0941, 5.6851)  0.44
O (2.5008, 1.1232, 6.0329)  -0.36
C (2.2368, 0.0692, 6.9577)  -0.44
C (3.3368, -0.9364, 6.7392)  -0.50
C (4.5033, -0.0685, 6.3399)  -0.01
H (2.2474, 0.4832, 7.9715)  0.30
H (1.2491, -0.3569, 6.7591)  0.33
H (3.5335, -1.5569, 7.6175)  0.32
H (3.0721, -1.6010, 5.9078)  0.23
H (5.0615, 0.2885, 7.2099)  0.09
H (5.1649, -0.5831, 5.6393)  0.30
O (6.5736, -2.4581, 7.7657)  -0.57
C (7.0127, -1.7079, 8.6216)  0.49
O (6.6836, -0.3873, 8.7301)  -0.27
C (7.4620, 0.2055, 9.7686)  -0.49
C (7.8883, -0.9398, 10.6493)  -0.51
C (8.0171, -2.0791, 9.6702)  -0.42
H (8.3150, 0.7209, 9.3149)  0.28
H (6.8556, 0.9352, 10.3132)  0.33
H (8.8064, -0.7357, 11.2065)  0.32
H (7.0961, -1.1658, 11.3734)  0.27
H (9.0113, -2.1150, 9.2161)  0.26
H (7.7679, -3.0365, 10.1336)  0.28



Question: Which of these has the lowest LUMO energy?
Answer: C31H50F5N4O13S4



Question: The lowest LUMO energy belongs to which entry?
Answer: C31H50F5N4O13S4



Question: Which of these has the lowest LUMO energy?
Answer: C31H50F5N4O13S4